A.
Entry from OMol25: the molecule C3H3N3 (wB97M-V/def2-TZVPD).

Results
HOMO energy (eV): -10.85
Gap between HOMO and LUMO (eV): 11.220
LUMO level (eV): 0.3723

Bonds (Å) are listed after each position.
Positions of all 9 atoms, in Å:
1 C 1.33 -0.20 -0.05  C7 1.434, N8 1.150
2 N -0.85 2.57 -0.35  C5 1.159
3 N -0.48 -1.15 -0.14  H4 1.044, C7 1.595, H9 0.997
4 H -0.49 -1.31 -1.18  N3 1.044
5 C -0.42 1.56 0.01  N2 1.159, C7 1.498
6 H 0.09 0.28 1.59  C7 1.128
7 C 0.06 0.21 0.47  C1 1.434, N3 1.595, C5 1.498, H6 1.128
8 N 2.27 -0.60 -0.58  C1 1.150
9 H -1.37 -1.40 0.23  N3 0.997

---

B.
Entry from OMol25: the molecule C3H3N3 (wB97M-V/def2-TZVPD).

Results
HOMO energy (eV): -9.62
Gap between HOMO and LUMO (eV): 10.166
LUMO level (eV): 0.5428

Bonds (Å) are listed after each position.
Positions of all 9 atoms, in Å:
1 H -1.68 -2.03 -0.47  C8 1.068
2 N -0.94 -0.10 0.49  N5 1.585, C8 1.374, C9 1.330
3 N 0.73 1.62 -0.27  C4 1.496, C9 1.261
4 C 1.60 0.46 0.11  N3 1.496, H6 1.081, H7 1.083, C9 1.457
5 N -2.38 0.05 -0.15  N2 1.585, C8 1.242
6 H 2.12 -0.06 -0.69  C4 1.081
7 H 2.13 0.52 1.05  C4 1.083
8 C -1.73 -1.01 -0.17  H1 1.068, N2 1.374, N5 1.242
9 C 0.15 0.55 0.09  N2 1.330, N3 1.261, C4 1.457

---

C.
Entry from OMol25: the molecule C3H3N3 (wB97M-V/def2-TZVPD).

Results
HOMO energy (eV): -10.35
Gap between HOMO and LUMO (eV): 10.870
LUMO level (eV): 0.5244

Bonds (Å) are listed after each position.
Positions of all 9 atoms, in Å:
1 C 0.51 -0.60 -0.10  C2 1.430, N3 1.259, N4 1.341
2 C 0.52 0.62 0.65  C1 1.430, N3 1.553, C6 1.453, H7 1.087
3 N 1.64 -0.05 -0.19  C1 1.259, C2 1.553
4 N -0.36 -1.57 -0.42  C1 1.341, H5 1.009, H8 1.008
5 H -1.27 -1.39 -0.04  N4 1.009
6 C -0.21 1.74 0.10  C2 1.453, N9 1.158
7 H 0.55 0.57 1.74  C2 1.087
8 H -0.35 -1.93 -1.36  N4 1.008
9 N -0.87 2.58 -0.35  C6 1.158

---

Which is the most stable structure? C is the most stable.

---

A.
Entry from OMol25: the molecule C3H3N3 (wB97M-V/def2-TZVPD).

Results
HOMO energy (eV): -8.84
Gap between HOMO and LUMO (eV): 8.806
LUMO level (eV): -0.0381

Bonds (Å) are listed after each position.
Positions of all 9 atoms, in Å:
1 H -2.57 -0.56 -0.80  C8 1.265
2 N 0.36 1.29 -0.56  C4 1.282, N6 1.246
3 H 1.75 1.28 0.91  C4 1.155
4 C 0.93 0.66 0.40  N2 1.282, H3 1.155, C7 1.381
5 N -0.54 -1.04 0.13  C7 1.400, C8 1.345
6 N -0.63 0.85 -1.18  N2 1.246, C8 1.444
7 C 0.76 -0.71 0.53  C4 1.381, N5 1.400, H9 1.151
8 C -1.35 -0.28 -0.62  H1 1.265, N5 1.345, N6 1.444
9 H 1.28 -1.49 1.19  C7 1.151

---

B.
Entry from OMol25: the molecule C3H3N3 (wB97M-V/def2-TZVPD).

Results
HOMO energy (eV): -10.49
Gap between HOMO and LUMO (eV): 10.645
LUMO level (eV): 0.1520

Bonds (Å) are listed after each position.
Positions of all 9 atoms, in Å:
1 C -0.26 1.24 0.02  N2 1.429, N3 1.325, H8 1.091
2 N -1.43 0.41 -0.03  C1 1.429, C5 1.385
3 N 1.03 0.93 0.05  C1 1.325, C7 1.358
4 N 0.37 -1.32 -0.10  C5 1.372, C7 1.249
5 C -0.92 -0.88 0.00  N2 1.385, N4 1.372, H6 1.242
6 H -1.90 -1.53 0.42  C5 1.242
7 C 1.22 -0.41 0.04  N3 1.358, N4 1.249, H9 0.986
8 H -0.36 2.29 -0.26  C1 1.091
9 H 2.20 -0.58 0.04  C7 0.986

---

C.
Entry from OMol25: the molecule C3H3N3 (wB97M-V/def2-TZVPD).

Results
HOMO energy (eV): -11.13
Gap between HOMO and LUMO (eV): 11.555
LUMO level (eV): 0.4235

Bonds (Å) are listed after each position.
Positions of all 9 atoms, in Å:
1 H 1.23 -0.13 0.89  C6 1.104
2 C -0.57 0.95 0.89  N4 1.154, C6 1.469
3 H 1.17 0.03 -1.63  N5 1.007
4 N -1.26 1.84 1.15  C2 1.154
5 N 0.55 0.53 -1.02  H3 1.007, C6 1.457, H7 1.018
6 C 0.30 -0.07 0.29  H1 1.104, C2 1.469, N5 1.457, C8 1.502
7 H -0.31 0.78 -1.52  N5 1.018
8 C -0.32 -1.43 0.41  C6 1.502, N9 1.157
9 N -0.78 -2.48 0.54  C8 1.157

---

D.
Entry from OMol25: the molecule C3H3N3 (wB97M-V/def2-TZVPD).

Results
HOMO energy (eV): -10.28
Gap between HOMO and LUMO (eV): 10.772
LUMO level (eV): 0.4932

Bonds (Å) are listed after each position.
Positions of all 9 atoms, in Å:
1 C -0.21 1.80 0.11  N5 1.158, C7 1.454
2 H 0.53 0.63 1.76  C7 1.086
3 C 0.43 -0.60 -0.07  N6 1.359, C7 1.445, N9 1.254
4 H -1.15 -1.80 0.06  N6 1.008
5 N -0.75 2.70 -0.39  C1 1.158
6 N -0.32 -1.66 -0.49  C3 1.359, H4 1.008, H8 1.010
7 C 0.44 0.63 0.68  C1 1.454, H2 1.086, C3 1.445, N9 1.543
8 H -0.51 -1.66 -1.48  N6 1.010
9 N 1.54 -0.03 -0.18  C3 1.254, C7 1.543

---

Which is the most stable structure? C is the most stable.

---

A.
Entry from OMol25: the ion C6H14NS with charge +1 (wB97M-V/def2-TZVPD).

Results
HOMO energy (eV): -13.37
Gap between HOMO and LUMO (eV): 10.546
LUMO level (eV): -2.8265
Net charge: +1

Bonds (Å) are listed after each position.
Positions of all 22 atoms, in Å:
1 H 1.53 0.64 -1.49  C4 1.144
2 H 2.81 -1.63 -0.18  C10 1.045
3 H 2.77 -0.19 0.68  C10 1.113
4 C 0.72 -0.15 -1.37  H1 1.144, H6 1.079, C9 1.514, N12 1.475
5 S -1.86 -1.48 -0.15  C8 1.860, H14 1.234
6 H 0.83 -0.90 -2.13  C4 1.079
7 H 0.57 -1.79 -0.16  N12 1.005
8 C -1.23 0.27 -0.09  S5 1.860, C9 1.517, C18 1.490, C19 1.553
9 C -0.61 0.58 -1.44  C4 1.514, C8 1.517, H13 1.053, H17 1.061
10 C 2.21 -1.13 0.51  H2 1.045, H3 1.113, N12 1.498, H21 1.033
11 H -1.43 2.10 1.03  C18 1.114
12 N 0.86 -0.83 -0.07  C4 1.475, H7 1.005, C10 1.498, C19 1.497
13 H -1.29 0.33 -2.20  C9 1.053
14 H -2.21 -1.46 1.03  S5 1.234
15 H -0.23 -0.45 1.76  C19 1.085
16 H -2.66 0.89 1.48  C18 1.123
17 H -0.51 1.63 -1.58  C9 1.061
18 C -2.06 1.28 0.62  C8 1.490, H11 1.114, H16 1.123, H20 1.127
19 C 0.01 0.03 0.82  C8 1.553, N12 1.497, H15 1.085, H22 1.016
20 H -2.88 1.71 -0.03  C18 1.127
21 H 2.06 -1.55 1.45  C10 1.033
22 H 0.50 0.88 1.07  C19 1.016

---

B.
Entry from OMol25: the ion C6H14NS with charge +1 (wB97M-V/def2-TZVPD).

Results
HOMO energy (spin up / spin down) (eV): -11.82 / -11.72
Gap between HOMO and LUMO (spin up / spin down) (eV): 7.927 / 7.803
LUMO level (spin up / spin down) (eV): -3.8904 / -3.9142
Net charge: +1

Bonds (Å) are listed after each position.
Positions of all 22 atoms, in Å:
1 C 0.21 -0.95 -0.08  H4 1.192, C12 1.506, C20 1.598, C21 1.554
2 H -1.58 -2.30 -0.14  C21 1.051
3 H 2.23 0.32 -0.34  N15 0.959
4 H 0.79 -1.07 -1.12  C1 1.192
5 H 0.27 2.33 0.74  C6 1.095
6 C 1.00 1.79 0.13  H5 1.095, H14 1.091, N15 1.438
7 H 2.12 -1.13 1.33  C20 1.090
8 C -1.24 0.57 -1.63  H10 1.126, C12 1.471, H17 1.087, H22 1.101
9 H -2.45 1.66 0.56  S18 1.294
10 H -1.58 1.65 -1.68  C8 1.126
11 H -0.98 -1.79 1.42  C21 1.100
12 C -0.77 0.18 -0.29  C1 1.506, C8 1.471, S18 1.753
13 H 0.57 -0.36 1.92  C20 1.117
14 H 1.08 2.15 -0.90  C6 1.091
15 N 1.84 0.67 0.46  H3 0.959, C6 1.438, H19 1.040, C20 1.458
16 H -0.15 -3.00 0.31  C21 1.052
17 H -0.50 0.34 -2.38  C8 1.087
18 S -1.90 0.57 0.99  H9 1.294, C12 1.753
19 H 2.52 1.15 1.09  N15 1.040
20 C 1.25 -0.53 1.05  C1 1.598, H7 1.090, H13 1.117, N15 1.458
21 C -0.70 -2.11 0.40  C1 1.554, H2 1.051, H11 1.100, H16 1.052
22 H -2.06 -0.14 -1.83  C8 1.101

---

Which is the most stable structure? A is the most stable.

---

A.
Entry from OMol25: a cluster of 2 separate species, CH6N2O2 in total (wB97M-V/def2-TZVPD).

Results
HOMO energy (spin up / spin down) (eV): -9.28 / -8.53
Gap between HOMO and LUMO (spin up / spin down) (eV): 9.671 / 8.772
LUMO level (spin up / spin down) (eV): 0.3919 / 0.2432

Bonds (Å) are listed after each position.
Positions of all 11 atoms, in Å:
1 H 1.79 -0.97 1.14  N2 1.104
2 N 1.70 -0.10 0.46  H1 1.104, N3 1.447, O8 1.236
3 N 2.63 -0.04 -0.64  N2 1.447, H6 1.077, H10 0.984
4 H -2.30 0.26 0.13  C5 1.025
5 C -1.87 -0.67 0.10  H4 1.025, O7 1.353, H9 1.207, H11 1.075
6 H 2.09 0.64 -1.28  N3 1.077
7 O -0.63 -0.91 -0.38  C5 1.353
8 O 0.55 0.34 0.36  N2 1.236
9 H -2.55 -1.17 -0.76  C5 1.207
10 H 2.67 -0.79 -1.27  N3 0.984
11 H -2.19 -1.25 0.94  C5 1.075

---

B.
Entry from OMol25: a cluster of 3 separate species, CH6N2O2 in total (wB97M-V/def2-TZVPD).

Results
HOMO energy (spin up / spin down) (eV): -9.61 / -9.61
Gap between HOMO and LUMO (spin up / spin down) (eV): 8.250 / 8.252
LUMO level (spin up / spin down) (eV): -1.3596 / -1.3583

Bonds (Å) are listed after each position.
Positions of all 11 atoms, in Å:
1 H -2.28 -0.83 0.33  N6 1.035
2 H -3.22 0.16 -0.42  N6 1.001
3 C 1.12 -0.62 0.09  H4 1.071, N9 1.268
4 H 1.21 -1.60 -0.32  C3 1.071
5 H 3.75 0.33 0.71  O11 0.993
6 N -2.27 0.11 -0.11  H1 1.035, H2 1.001, H7 1.028
7 H -2.31 0.81 0.64  N6 1.028
8 H -0.54 -0.02 -0.46  N9 1.055
9 N 0.41 0.38 -0.25  C3 1.268, H8 1.055, O10 1.238
10 O 0.63 1.60 -0.22  N9 1.238
11 O 3.51 -0.32 0.00  H5 0.993

---

Which is the most stable structure? A is the most stable.

---

A.
Entry from OMol25: a cluster of 2 separate species, C5H9NO4 in total (wB97M-V/def2-TZVPD).

Results
HOMO energy (spin up / spin down) (eV): -9.41 / -9.32
Gap between HOMO and LUMO (spin up / spin down) (eV): 7.250 / 8.269
LUMO level (spin up / spin down) (eV): -2.1621 / -1.0494

Bonds (Å) are listed after each position.
Positions of all 19 atoms, in Å:
1 H 0.21 -5.71 -2.73  C4 1.086
2 H 1.53 -5.15 -1.66  C4 1.102
3 H 1.67 -2.11 -1.93  C9 1.138
4 C 0.69 -4.84 -2.29  H1 1.086, H2 1.102, C5 1.477, H8 1.099
5 C -0.34 -4.11 -1.52  C4 1.477, C12 1.326, C17 1.481
6 O 3.05 -0.27 -0.79  N14 1.205
7 O -2.22 -4.40 -2.73  H16 1.001, C17 1.410
8 H 1.09 -4.21 -3.10  C4 1.099
9 C 1.33 -2.36 -0.87  H3 1.138, H11 1.141, C12 1.521, O18 1.336
10 O 4.60 0.73 0.61  N14 1.306
11 H 2.18 -3.04 -0.52  C9 1.141
12 C -0.05 -3.00 -0.86  C5 1.326, C9 1.521, H13 1.108
13 H -0.78 -2.44 -0.24  C12 1.108
14 N 3.54 0.05 0.27  O6 1.205, O10 1.306
15 H -2.29 -3.77 -0.76  C17 1.104
16 H -3.18 -4.67 -2.75  O7 1.001
17 C -1.76 -4.50 -1.40  C5 1.481, O7 1.410, H15 1.104, H19 1.099
18 O 1.12 -1.30 -0.09  C9 1.336
19 H -1.81 -5.49 -0.94  C17 1.099

---

B.
Entry from OMol25: a cluster of 2 separate species, C5H9NO4 in total (wB97M-V/def2-TZVPD).

Results
HOMO energy (eV): -9.73
Gap between HOMO and LUMO (eV): 10.063
LUMO level (eV): 0.3288

Bonds (Å) are listed after each position.
Positions of all 19 atoms, in Å:
1 O -1.37 1.28 -0.30  H2 0.962, H8 1.125
2 H -1.28 1.01 0.62  O1 0.962
3 C -1.23 -1.16 -1.49  N7 1.592, O13 1.196, C16 1.538
4 C 1.14 -1.55 -2.08  N7 1.484, C9 1.467, H10 1.092, H18 1.090
5 H -0.85 -4.07 -0.05  O11 0.962
6 O 2.28 -2.26 1.00  C15 1.409, H17 0.962
7 N 0.20 -0.49 -1.64  C3 1.592, C4 1.484, C9 1.513
8 H -0.31 1.25 -0.67  O1 1.125
9 C 0.71 -1.54 -0.68  C4 1.467, N7 1.513, C15 1.506, C16 1.535
10 H 0.76 -2.30 -2.77  C4 1.092
11 O -0.81 -3.53 -0.84  H5 0.962, C16 1.386
12 H 0.98 -0.74 1.29  C15 1.098
13 O -2.14 -1.18 -2.26  C3 1.196
14 H 2.29 -0.36 0.14  C15 1.102
15 C 1.59 -1.15 0.47  O6 1.409, C9 1.506, H12 1.098, H14 1.102
16 C -0.67 -2.19 -0.49  C3 1.538, C9 1.535, O11 1.386, H19 1.103
17 H 2.97 -2.53 0.39  O6 0.962
18 H 2.15 -1.18 -2.29  C4 1.090
19 H -1.07 -1.96 0.51  C16 1.103

---

Which is the most stable structure? B is the most stable.

---

A.
Entry from OMol25: a cluster of 3 separate species, C2H12NO2S in total (wB97M-V/def2-TZVPD).

Results
HOMO energy (eV): -12.96
Gap between HOMO and LUMO (eV): 9.972
LUMO level (eV): -2.9900
Net charge: +1

Bonds (Å) are listed after each position.
Positions of all 18 atoms, in Å:
1 O 1.99 1.88 0.12  H8 0.970, H12 0.966
2 C -0.79 -0.13 -0.30  H3 1.084, C4 1.535, N11 1.504, H13 1.084
3 H -0.72 0.90 -0.64  C2 1.084
4 C -2.18 -0.24 0.34  C2 1.535, H7 1.080, S10 1.805, H16 1.092
5 O 2.22 -2.17 -1.07  H6 0.960, H17 0.960
6 H 2.96 -2.24 -1.68  O5 0.960
7 H -2.22 -1.02 1.09  C4 1.080
8 H 2.37 2.40 0.85  O1 0.970
9 H 0.98 -1.00 0.55  N11 1.026
10 S -2.77 1.28 1.11  C4 1.805, H18 1.341
11 N 0.29 -0.27 0.74  C2 1.504, H9 1.026, H14 1.012, H15 1.043
12 H 2.05 2.51 -0.60  O1 0.966
13 H -0.68 -0.81 -1.14  C2 1.084
14 H -0.16 -0.46 1.63  N11 1.012
15 H 0.97 0.52 0.67  N11 1.043
16 H -2.87 -0.60 -0.42  C4 1.092
17 H 1.46 -2.69 -1.37  O5 0.960
18 H -2.90 2.15 0.10  S10 1.341

---

B.
Entry from OMol25: a cluster of 3 separate species, C2H12NO2S in total (wB97M-V/def2-TZVPD).

Results
HOMO energy (eV): -12.95
Gap between HOMO and LUMO (eV): 9.578
LUMO level (eV): -3.3770
Net charge: +1

Bonds (Å) are listed after each position.
Positions of all 18 atoms, in Å:
1 O -2.33 0.99 -0.29  H8 0.896, H11 0.896
2 H 1.06 2.61 -2.28  O17 0.923
3 C 1.35 -1.01 0.30  H4 1.136, H7 1.121, N14 1.517, C15 1.552
4 H 1.96 -0.90 -0.64  C3 1.136
5 H 0.52 0.43 1.88  N14 1.086
6 H -0.89 -0.95 -0.19  C15 1.076
7 H 1.89 -1.71 0.99  C3 1.121
8 H -3.03 1.17 0.24  O1 0.896
9 H -1.46 -1.67 2.04  S10 1.334
10 S -0.52 -2.54 1.67  H9 1.334, C15 1.913
11 H -2.40 1.23 -1.15  O1 0.896
12 H -0.46 2.12 -2.31  O17 0.975
13 H 0.78 1.04 0.26  N14 1.114
14 N 1.17 0.32 1.02  C3 1.517, H5 1.086, H13 1.114, H16 1.032
15 C -0.07 -1.60 0.06  C3 1.552, H6 1.076, S10 1.913, H18 1.132
16 H 2.06 0.78 1.24  N14 1.032
17 O 0.45 1.98 -1.99  H2 0.923, H12 0.975
18 H -0.08 -2.28 -0.85  C15 1.132

---

C.
Entry from OMol25: a cluster of 3 separate species, C2H12NO2S in total (wB97M-V/def2-TZVPD).

Results
HOMO energy (eV): -12.79
Gap between HOMO and LUMO (eV): 9.674
LUMO level (eV): -3.1129
Net charge: +1

Bonds (Å) are listed after each position.
Positions of all 18 atoms, in Å:
1 C 0.76 0.88 1.12  C2 1.503, S3 1.796, H4 1.100, H6 1.087
2 C -0.45 0.01 1.29  C1 1.503, N11 1.490, H13 1.094, H18 1.090
3 S 0.28 2.61 1.11  C1 1.796, H8 1.340
4 H 1.30 0.57 0.21  C1 1.100
5 O 0.63 -2.89 -0.02  H9 0.972, H12 0.964
6 H 1.58 0.67 1.81  C1 1.087
7 H -0.70 2.12 -2.52  O10 0.967
8 H 1.27 3.08 0.34  S3 1.340
9 H 0.97 -3.20 -0.88  O5 0.972
10 O -0.53 1.19 -2.32  H7 0.967, H17 0.966
11 N -0.88 -0.51 -0.04  C2 1.490, H14 1.016, H15 1.040, H16 1.011
12 H 1.14 -3.41 0.62  O5 0.964
13 H -1.32 0.56 1.67  C2 1.094
14 H -1.78 -0.98 -0.04  N11 1.016
15 H -1.14 0.32 -0.61  N11 1.040
16 H -0.17 -0.97 -0.58  N11 1.011
17 H -0.63 0.75 -3.18  O10 0.966
18 H -0.34 -0.80 2.01  C2 1.090

---

Which is the most stable structure? C is the most stable.